Record 1
This record from the Open Molecules 2025 dataset describes 11 unconnected molecules or ions with the total composition C36H73NO13. The level of theory is wB97M-V/def2-TZVPD.

- Energy: -66602.5509 eV
- Frontier orbital gap: 6.97 eV
- Charge: 0

Geometry (Å):
C (1.7030, -1.1020, -1.9989)
C (0.4102, -0.3748, -1.9274)
O (-0.2271, -0.0708, -2.9594)
N (-0.2091, 0.1606, -0.6318)
H (0.2049, 0.2741, 0.2711)
H (-0.3389, 1.1371, -0.9203)
C (-1.6541, -0.1496, -0.4200)
H (2.3710, -0.8291, -1.1114)
H (2.3126, -0.7402, -2.8703)
H (1.5161, -2.2597, -1.8890)
H (-2.3958, 0.0376, -1.1328)
H (-2.0371, 0.1138, 0.6876)
H (-1.6962, -1.1244, -0.3215)
O (1.5328, -0.3034, 1.3883)
H (1.8029, -0.2784, 2.1177)
C (-2.0924, 1.6875, 4.4570)
C (-0.7846, 1.1354, 4.0104)
C (-0.3118, -0.0939, 4.9242)
O (-0.8338, 0.5974, 2.6949)
H (-2.3607, 2.7861, 4.0902)
H (-2.1760, 1.8203, 5.3777)
H (-2.8196, 1.1590, 4.0173)
H (0.0341, 1.9799, 3.9926)
H (-0.9814, -0.9117, 4.7430)
H (-0.1492, 0.3386, 5.9968)
H (0.6577, -0.3036, 4.7449)
H (-0.0283, 0.1733, 2.4414)
C (3.6814, -3.0159, 2.6184)
C (4.5399, -2.1454, 1.6819)
C (5.8691, -2.7615, 1.3146)
O (3.8512, -1.7585, 0.5269)
H (3.1662, -2.1571, 3.2727)
H (4.2627, -3.6298, 3.3920)
H (2.9297, -3.8421, 2.0578)
H (4.7066, -1.0926, 2.0383)
H (6.5824, -2.9131, 2.1489)
H (6.3179, -2.3432, 0.6047)
H (5.7356, -3.7710, 0.8900)
H (2.9658, -1.5943, 0.8876)
C (3.9057, 3.2550, 1.6606)
C (2.5218, 2.8857, 1.8337)
C (1.5186, 4.1210, 1.7390)
O (2.1080, 2.0711, 0.7114)
H (4.3594, 3.9967, 2.3046)
H (3.9753, 3.7367, 0.6684)
H (4.5370, 2.4085, 1.8596)
H (2.5324, 2.3127, 2.8806)
H (1.7899, 4.7645, 2.5548)
H (0.3766, 3.9398, 1.9113)
H (1.5946, 4.7476, 0.6967)
H (1.9801, 1.2504, 1.0717)
C (-1.8151, -4.0940, 1.0566)
C (-0.9393, -3.0681, 1.7804)
C (-0.4297, -3.4215, 3.0834)
O (0.1730, -2.7855, 1.0979)
H (-1.1426, -5.0486, 0.7006)
H (-2.1932, -3.6162, 0.1936)
H (-2.6384, -4.3931, 1.8298)
H (-1.5471, -2.2049, 1.8413)
H (-1.2066, -3.8353, 3.7997)
H (0.3788, -2.7432, 3.4456)
H (0.1255, -4.4123, 3.1337)
H (0.5123, -1.9745, 1.4947)
C (0.8306, -4.7677, -3.1349)
C (-0.4432, -4.6462, -3.8344)
C (-0.8927, -3.2529, -4.1415)
O (-0.2331, -5.4641, -4.9967)
H (1.8101, -4.3939, -3.8293)
H (1.1701, -5.6563, -2.7970)
H (0.8978, -4.2995, -2.2289)
H (-1.2080, -5.0360, -3.2278)
H (-1.7554, -3.3597, -4.5969)
H (-0.1723, -2.6630, -4.8823)
H (-1.2195, -2.6404, -3.2431)
H (-0.1930, -5.0971, -5.8479)
C (-1.0140, 3.2519, -3.0930)
C (0.3470, 3.4679, -2.3437)
C (0.3467, 5.0022, -1.9148)
O (0.1458, 2.9034, -1.1528)
H (-1.0411, 2.3519, -3.5075)
H (-1.0919, 3.9197, -4.0056)
H (-1.9204, 3.5988, -2.4649)
H (1.2362, 2.8171, -2.6027)
H (-0.5257, 5.4015, -1.2391)
H (0.2934, 5.6251, -2.9456)
H (1.2653, 5.0704, -1.3658)
H (0.7401, 2.9736, -0.4777)
C (-4.4345, 2.7049, -1.2704)
C (-5.9378, 2.9311, -1.4361)
C (-6.3303, 4.4084, -1.4223)
O (-6.2457, 2.4351, -2.6989)
H (-3.9951, 2.9260, -0.3099)
H (-4.1308, 3.4292, -1.8226)
H (-3.8506, 1.7257, -1.8057)
H (-6.3724, 2.4711, -0.6463)
H (-5.9440, 4.9771, -2.2643)
H (-5.9269, 4.8939, -0.5430)
H (-7.4528, 4.4436, -1.4031)
H (-5.5873, 2.9151, -3.2120)
C (-6.4633, -0.7592, 0.6481)
C (-7.0213, -2.1346, 0.5100)
C (-6.4965, -3.2677, 1.4239)
O (-6.9428, -4.4587, 1.2929)
C (-5.1772, -2.8928, 2.0494)
C (-4.5672, -1.6324, 2.0520)
C (-5.2467, -0.5401, 1.4040)
O (-4.7165, 0.5473, 1.1626)
H (-6.9907, 0.0817, 0.3080)
H (-8.0345, -2.3384, 0.0739)
H (-4.6184, -3.5893, 2.9681)
H (-3.6335, -1.3702, 2.9150)
C (5.7777, 0.9867, -1.0245)
C (4.6733, 1.5329, -1.8334)
C (4.9389, 1.8024, -3.3067)
O (4.0494, 2.3567, -3.9742)
C (6.2896, 1.5846, -3.7334)
C (7.3632, 1.1056, -2.8837)
C (7.1764, 0.6097, -1.4787)
O (8.0040, 0.1179, -0.8368)
H (5.5274, 0.7469, 0.0020)
H (3.7132, 1.6626, -1.4441)
H (6.2540, 1.6991, -4.7806)
H (8.4419, 1.0538, -3.3617)

Record 2
This record from the Open Molecules 2025 dataset describes C4H7NO in the gas phase. The level of theory is wB97M-V/def2-TZVPD.

- Energy: -7798.6385 eV
- Frontier orbital gap: 11.55 eV
- Charge: 0

Geometry (Å):
N (0.2777, -0.3426, -2.7797)
C (0.4351, 0.2829, -1.8188)
C (0.5992, 1.0459, -0.5754)
C (-0.4546, 0.6580, 0.4691)
C (-0.5561, -0.8415, 0.6964)
O (0.7072, -1.3082, 1.1327)
H (1.6079, 0.8592, -0.1931)
H (0.5185, 2.1121, -0.8150)
H (-0.1985, 1.1535, 1.4120)
H (-1.4386, 1.0249, 0.1553)
H (-1.3383, -1.0414, 1.4434)
H (-0.8529, -1.3300, -0.2447)
H (0.6934, -2.2727, 1.1177)

Record 3
This record from the Open Molecules 2025 dataset describes 2 unconnected molecules or ions with the total composition C4H5P. The level of theory is wB97M-V/def2-TZVPD.

- Energy: -13509.9292 eV
- Frontier orbital gap (alpha / beta): 8.77 / 6.65 eV
- Charge: 0

Geometry (Å):
C (2.0549, 0.9125, 0.4904)
C (0.8492, 0.8345, 0.0665)
C (-3.0747, -0.8121, 0.4789)
C (1.8602, 0.1396, -0.8659)
P (-2.7761, 0.7363, 0.0074)
H (2.8442, 1.2628, 1.1278)
H (-3.8084, -1.2260, 1.0438)
H (-2.3460, -1.5792, 0.2122)
H (2.2864, 0.7137, -1.8125)
H (2.1102, -0.9821, -0.7488)

Going through the records in order, we get largest force on an atom values of 18.74 1.16 3.33 eV/A.